75
Properties=species:S:1:pos:R:3:mulliken_charge:R:1 method="wB97M-V/def2-TZVPD" charge=+2 homo_energy_ev=-12.41 energy_ha=-2437.80291
C 2.1301 -2.4807 -3.9948 -0.5157
C -1.6962 -2.1509 4.0672 -0.3787
C -2.2684 -2.9362 -0.8408 -0.7003
H -1.6185 0.0802 6.6098 0.6074
H 2.4909 -0.8649 4.3294 0.3494
H -2.2037 -0.7867 -0.6045 0.4182
H 1.6974 3.2484 4.0519 0.5477
H -2.5317 1.2746 1.7337 0.1479
Hf -0.2700 -0.3159 3.7824 0.6834
C -1.2007 -1.7646 5.3596 -0.7885
C -0.7375 1.3094 0.5013 0.9491
H 3.7353 0.3225 -5.1853 -0.1771
H 0.9273 1.6582 -0.8292 0.2257
C 1.2867 1.5935 -4.8268 0.2875
C 0.0152 1.6232 -4.2377 -0.0676
C -2.5480 2.9325 0.3456 -0.5920
H 3.3839 1.5856 5.0563 0.3679
C 0.5385 -3.8738 -5.1803 -0.4689
H 1.5803 -0.1895 0.7699 -0.2418
H -1.1839 4.4707 -5.6814 0.4004
H -0.7236 -2.4309 6.0851 0.6896
C -2.4863 -1.0707 3.5509 -0.2000
H 0.0877 -4.8504 -5.3548 0.4064
Si 0.1328 -0.2072 1.1917 0.2053
H 2.6578 2.5605 -6.1878 0.3462
N 0.0944 1.8683 4.2342 -0.6335
H -3.5078 3.3140 0.6960 0.4380
C 1.5496 -3.7349 -4.2171 -0.5945
C -1.8759 3.5970 -0.6865 -0.6734
H 2.2557 2.3789 6.1305 0.3246
H -3.1699 -2.9148 -1.4503 0.4357
C -1.9863 1.7903 0.9339 -0.0268
C -1.6821 -4.1641 -0.5076 -0.5774
C -0.5655 -4.1905 0.3362 -0.7226
C -0.0092 -2.9985 0.8004 -0.6712
C 2.3212 1.6326 5.3240 -0.5521
H -3.0812 0.9050 4.4698 0.5242
H 1.0076 0.3718 6.5798 0.3094
H -0.6739 -2.8684 -6.6704 0.3913
C -0.6189 3.1460 -1.0894 -0.5603
Si 2.4981 0.2706 -4.3691 0.3240
C -0.0523 2.0103 -0.5057 -0.8342
H -2.3201 4.4701 -1.1630 0.4392
H -1.8586 2.6854 -4.0709 0.4473
H -0.4374 2.4688 3.5842 0.3534
C 0.6994 -1.5076 -5.6947 -0.1122
H 1.9254 1.7606 3.1477 0.1869
C 0.1131 -2.7610 -5.9198 -0.6717
C 1.8993 0.3052 5.9388 -0.6982
H -0.2606 2.1926 5.1477 0.3560
H 0.3834 -0.6495 -6.2943 0.3969
H 1.8920 -4.6000 -3.6464 0.4055
C 1.6841 -1.3579 -4.7050 0.5156
C -1.7156 -1.7376 -0.3751 -0.3576
C 1.5655 2.1611 4.1156 -0.6037
H -0.0685 3.6780 -1.8660 0.5225
Cl 2.9381 0.4719 -2.3717 -0.2701
N 1.6384 -0.7339 4.8994 -0.7393
C 0.7791 3.6312 -6.0391 -0.5633
H -0.2856 0.8484 -3.5266 0.6037
H 1.0769 4.4149 -6.7418 0.3878
C -0.8727 2.6594 -4.5436 -0.8816
H -0.1374 -5.1437 0.6485 0.4626
H 2.9379 -2.3790 -3.2684 0.3007
H -3.1227 -1.1326 2.6631 0.4814
C -2.4654 0.0033 4.5118 -0.3716
C -1.6833 -0.4275 5.6407 -0.4011
C -0.5652 -1.7600 0.4294 1.0486
H -1.6029 -3.1371 3.6046 0.5517
C 1.6667 2.5949 -5.7295 -0.4541
H -2.1045 -5.0938 -0.8822 0.4537
H 2.7063 -0.0577 6.5901 0.4662
H 1.5449 -1.6546 5.3531 0.3753
C -0.4904 3.6636 -5.4457 -0.4269
H 0.8414 -3.0261 1.4892 0.3942



75
Properties=species:S:1:pos:R:3:mulliken_charge:R:1 method="wB97M-V/def2-TZVPD" charge=+2 homo_energy_ev=-13.67 energy_ha=-2603.95362
N -0.8826 1.9276 -1.0242 -0.4450
H 4.5329 -3.2465 -3.9844 0.5008
C -1.0294 -2.4193 -8.9467 -0.7330
C -3.1782 -0.5474 -0.9236 -1.0244
H -3.8970 -1.4504 -2.8818 0.7617
C 3.6396 -2.6243 -4.0826 -0.6251
C -2.1228 -2.4210 -1.8366 -0.6462
H 1.1150 -0.2951 -3.2729 -2.3289
C -0.1008 3.8064 -3.9101 -1.0482
H 1.7534 2.2160 -8.8625 0.4784
H -0.8508 -2.7802 -0.0205 0.6391
H -1.0254 3.8294 -3.3262 0.2470
H 0.5951 1.9624 -3.0195 -0.5270
H 1.1101 -1.0940 0.9677 0.3166
C -1.5617 -2.1507 -0.5621 -0.6788
C 0.6034 0.9653 0.7572 -0.4572
H 3.0933 3.6448 -6.1039 0.3961
H -0.4656 5.7254 -4.8387 0.4096
C 2.4233 -3.0866 -3.5479 -0.8004
C 1.2663 -2.3655 -3.7179 -0.9093
H 4.6566 -1.0676 -5.1740 0.5388
Si -0.2206 -0.6209 -5.2768 0.2663
C 1.3227 -0.9544 -4.1592 3.4742
H 1.1658 1.4174 1.5885 0.4174
H -2.0579 -0.6609 1.0144 0.6887
C -1.3115 2.7705 -7.4619 -0.7926
H -2.0782 -1.2038 -7.4989 0.3496
C 0.7960 2.7406 -3.7670 1.7880
C 0.3857 2.0832 -0.2645 -0.3950
H 2.0440 -3.8199 -8.4697 0.4145
H 0.2861 -2.7858 -3.4624 0.3545
H 0.9434 -1.6728 -1.1058 0.2473
C 1.3928 -0.2565 0.3172 -0.7960
H -2.1825 3.4196 -7.5569 0.4346
C -2.2087 -1.0211 -0.0063 -0.2230
C 1.1420 -3.2377 -8.2725 -0.7915
C 2.1939 3.6902 -5.4883 -0.4999
H 1.2232 2.1446 -0.9709 0.0636
Si 3.2106 1.3099 -4.3798 0.2659
C 3.7168 -1.3741 -4.6979 -1.0406
C 1.0154 -2.5641 -7.0483 -0.1553
C -0.1795 0.9321 -6.3549 1.1290
C -3.1429 -1.4077 -2.1004 -0.5163
C 1.3080 4.7621 -5.6178 -0.7257
H 0.2216 -3.6837 -10.1804 0.4024
H -3.9243 0.2219 -0.7174 0.5196
C 2.6641 -0.4640 -4.6496 0.8696
H 1.4953 5.5381 -6.3653 0.4506
C -0.1259 -1.8116 -6.7678 0.9273
H -1.6676 1.8324 -0.3742 0.3666
H 1.7742 0.4325 -7.1512 0.4635
C -0.2337 2.9099 -8.3421 -0.5538
Cl 3.7121 1.3839 -2.3501 -0.2756
H -1.8232 -2.3335 -9.6911 0.4212
H 2.4646 -0.0648 0.4879 0.3937
H 0.3650 3.0479 0.2780 0.5243
H 1.8274 -2.6070 -6.3176 0.0944
H -2.0766 1.7424 -5.7151 0.3160
C 1.9381 2.6615 -4.5709 0.6025
H -1.9747 -3.3370 -2.4114 0.6107
H -0.2586 3.6726 -9.1252 0.4352
C 0.1254 -3.1617 -9.2265 -0.5741
N 1.2033 -0.6844 -1.0886 -0.1940
Sn -1.3161 -0.1236 -2.8117 0.6825
C -1.2646 1.8079 -6.4452 -0.2055
H -1.5988 -1.0572 -4.8374 -0.3219
C 0.9000 1.0892 -7.2338 -0.0677
C -1.1680 -1.7786 -7.7108 -0.5985
H 2.1208 -0.6625 -1.5401 0.1603
H -1.0813 2.7661 -1.5829 0.0626
H -0.3581 0.6403 1.1732 0.0455
H 4.2959 1.5303 -5.2225 -0.2234
C 0.1863 4.8483 -4.7929 -0.9572
H 2.3986 -4.0359 -3.0105 0.5459
C 0.8843 2.0852 -8.2137 -0.9447



90
Properties=species:S:1:pos:R:3:mulliken_charge:R:1 method="wB97M-V/def2-TZVPD" smiles="O=C1OC[C@@H](F)O1.O=C1OC[C@@H](F)O1.O=C1OC[C@@H](F)O1.O=C1OC[C@@H](F)O1.c1cc[nH]c1.c1cc[nH]c1.c1cc[nH]c1.c1cc[nH]c1.c1cc[nH]c1" homo_energy_ev=-7.74 energy_ha=-2817.54523
H 0.7305 3.4176 -0.5840 0.5216
N -2.7610 -0.9614 4.1134 0.0030
N 2.3362 2.1499 -1.0507 0.1823
H -0.5464 2.4899 4.0286 -0.0034
H -0.5583 -3.8222 -7.3223 0.3765
H -1.1409 6.9399 -1.3198 0.4299
N -0.1011 -2.3691 -5.9899 -0.0746
C 0.6280 -3.6048 -4.2155 0.1417
C 4.5230 -0.5743 1.1163 -0.2393
H 6.2145 0.4612 0.0527 0.3195
H 0.2279 -7.1161 3.1665 0.2752
H -1.6637 -7.3008 1.4271 0.2623
C 2.8021 4.0774 -0.0206 -1.1422
H -3.0774 5.2717 2.0305 0.4669
O -4.4118 -1.5436 -3.2847 -0.3843
C -3.0460 -1.4081 -3.1890 0.4288
C -0.0185 5.4333 4.0251 0.6870
N -1.9504 6.4097 0.5358 0.0976
H -0.3185 -1.5904 -6.5953 0.2220
C 0.3599 -2.3329 -4.6591 -0.4410
H 0.0217 3.1729 1.9558 -0.1730
H -2.6583 -0.3943 -3.0886 0.3237
O -3.7134 -3.3022 -2.0021 -0.3156
H -0.5446 -7.6624 0.3090 0.2602
H -2.8786 -0.1740 2.1402 0.5392
F 1.2602 -7.8118 1.7289 -0.2853
C 3.9548 3.3976 -0.2492 -0.4080
C -2.8355 -2.1623 -1.8998 -0.0208
H -2.3739 3.1967 0.5362 0.6311
F 1.2983 2.4800 4.5610 -0.3186
H -2.5306 -1.9336 3.9660 0.2201
O 0.2606 5.0459 2.8629 -0.3163
O 0.1561 4.3201 4.8767 -0.3908
C -0.7303 0.9587 -1.2646 0.2824
H -3.3953 2.2245 3.5721 0.5342
H 4.8059 -0.8630 2.1286 0.3189
C 5.6777 -0.4872 0.0736 0.1962
H 0.9745 -5.4185 -5.5341 0.3591
O -5.9060 -3.3458 -2.9837 -0.5721
H 4.0522 0.4088 1.1061 0.1685
C -2.8998 0.9153 5.2445 -0.2634
H 0.3112 -1.6040 0.2351 0.0491
H 4.9510 3.6790 0.0588 0.4257
C -1.4383 4.7458 -0.8580 -0.3661
C 0.6663 -4.3911 -5.4085 -0.9895
H -2.4174 -1.0832 6.1765 0.4014
F -2.3192 -2.0517 -4.1337 -0.2642
H 2.8206 5.0793 0.3820 0.5211
H -2.8466 1.7421 5.9374 0.4248
H 1.7825 1.4876 -1.5750 0.2935
O -0.7668 -5.6877 0.5872 -0.3089
C 0.0320 0.4513 -2.2248 -1.7336
C 0.3156 3.1523 4.1080 0.8684
H -0.9311 4.2606 -1.6788 0.5761
O 3.5640 -1.4128 0.5432 -0.2298
H 1.4136 -1.2771 -1.9554 0.5797
C 0.5796 -0.6940 -1.5936 -0.2072
H -3.2033 -1.6028 -1.0397 0.1316
C -0.6681 0.2465 -0.0902 -1.2136
C -2.6654 -0.4003 5.3774 -0.7658
N 0.0337 -0.8484 -0.3750 0.9074
H -2.0646 7.3715 0.8221 0.2211
C -0.0125 -3.6734 -6.4023 -0.4248
H -1.7751 -2.3839 -1.7793 0.1269
H -1.2809 1.8872 -1.2992 0.4582
C -2.4375 5.2681 1.1605 -1.1612
C 3.8879 -1.6535 -0.7935 0.6315
H 0.1326 0.7391 -3.2609 0.4768
C -4.7883 -2.7967 -2.6907 0.5088
F 6.5367 -1.4414 0.4336 -0.3068
O -0.2570 6.5612 4.4095 -0.5941
H 0.5024 -1.3895 -4.1530 0.2229
C 3.7345 2.2629 -1.0137 -1.0027
O 5.0654 -0.9788 -1.1364 -0.3163
H 0.8771 -3.8990 -3.2067 0.5451
C 0.2263 -4.9334 0.9629 0.4716
C -1.3711 6.1311 -0.6422 -0.9293
H -0.9194 0.6541 0.8779 0.6149
C -2.9686 0.0045 3.2016 -0.6767
C -0.6821 -6.9430 1.1163 -0.4552
O 0.4929 -3.7739 0.4759 -0.5309
H 4.3677 1.5409 -1.5079 0.7369
O 0.9747 -5.5434 1.9402 -0.2947
C -2.1399 4.2225 0.2929 0.1588
C 1.8008 3.2860 -0.5238 -0.2332
C 0.5370 3.6433 2.7932 0.1185
C -3.2024 1.2124 3.8959 -0.3753
O 3.2675 -2.4074 -1.5358 -0.5275
C 0.4498 -6.8474 2.1337 0.4621
H 1.6077 3.4963 2.6515 0.0750